Here is C3H5N3O as an isolated structure from the OMol25 dataset. Energies are from wB97M-V/def2-TZVPD.

```
12
Properties=species:S:1:pos:R:3:forces:R:3:lowdin_charge:R:1
O -2.68108 0.72137 0.11997 0.2 0.2 0.0 0.077
N 2.06988 0.15322 0.00483 0.2 0.1 0.0 0.179
N -0.31145 0.97401 0.13639 0.0 -0.3 0.0 0.127
N -1.18210 -1.05763 -0.13364 -0.2 0.0 0.0 0.041
C -1.40899 0.26909 0.04892 0.0 -0.2 0.0 -0.509
C 0.61633 -0.04483 -0.01106 0.2 -0.3 0.0 -0.482
C 0.19539 -1.33268 -0.18366 -0.2 0.5 0.1 -0.105
H 2.44705 0.72589 -0.75640 -0.2 0.0 0.1 0.154
H -2.63168 1.67732 0.24712 0.0 -0.1 0.0 0.110
H 2.46023 0.49118 0.88966 -0.2 0.0 -0.1 0.154
H -1.91391 -1.74318 -0.22415 0.0 0.1 0.0 0.128
H 2.34033 -0.83376 -0.13799 0.2 0.2 0.0 0.127
```
Forces are in eV/Å.

Computed properties:
HOMO	-7.46	eV
2S+1	1
frontier orbital gap	7.77	eV
electronic energy	-9707.397	eV
energy above the lowest of the compared OMol25 structures with the same formula, charge and spin	307.5	kJ/mol